{"formula": "C38H47AsCeN5O2PS", "method": "wB97M-V/def2-TZVPD", "elements": ["Ce", "N", "P", "C", "C", "C", "C", "C", "C", "C", "C", "C", "C", "C", "C", "C", "C", "C", "C", "C", "N", "H", "H", "H", "H", "H", "H", "H", "H", "H", "H", "H", "H", "H", "H", "H", "O", "N", "N", "O", "C", "C", "C", "C", "C", "C", "H", "H", "H", "H", "H", "C", "As", "C", "C", "S", "H", "H", "H", "H", "H", "H", "H", "H", "H", "C", "C", "C", "C", "C", "C", "C", "C", "N", "C", "C", "C", "C", "H", "H", "H", "H", "H", "H", "H", "H", "H", "H", "H", "H", "H", "H", "H", "H", "H", "H"], "xyz": [[-0.2150, 0.2110, -0.1558], [0.6638, 0.6390, 3.5921], [1.6151, -0.0371, 2.3502], [3.3156, 0.3279, 2.8122], [4.0041, 1.2667, 2.0457], [5.3060, 1.6149, 2.3774], [5.9162, 1.0269, 3.4747], [5.2373, 0.0860, 4.2389], [3.9419, -0.2691, 3.9070], [1.4858, -1.8338, 2.6355], [2.3435, -2.6730, 1.9217], [2.2756, -4.0456, 2.0888], [1.3396, -4.5972, 2.9563], [0.4692, -3.7709, 3.6503], [0.5407, -2.3923, 3.4903], [-0.5218, 1.3101, 3.3655], [-1.1599, 1.9796, 4.4202], [-2.3165, 2.6723, 4.1564], [-2.8294, 2.7017, 2.8594], [-2.1468, 2.0085, 1.8908], [-1.0227, 1.3103, 2.1320], [1.0238, 0.6972, 4.5339], [3.5246, 1.7182, 1.1850], [5.8411, 2.3386, 1.7778], [6.9312, 1.2969, 3.7346], [5.7240, -0.3735, 5.0888], [3.4209, -1.0224, 4.4867], [3.0764, -2.2524, 1.2416], [2.9581, -4.6887, 1.5484], [1.2939, -5.6697, 3.0958], [-0.2614, -4.1936, 4.3279], [-0.1487, -1.7528, 4.0266], [-0.7344, 1.9563, 5.4144], [-2.8192, 3.2006, 4.9558], [-3.7254, 3.2499, 2.6116], [-2.4924, 2.0168, 0.8597], [1.7982, -0.7216, -0.8564], [1.8942, -1.4425, -1.9184], [0.7862, -1.9691, -2.2442], [-0.3009, -1.7550, -1.5432], [0.7221, -2.7103, -3.4792], [-0.5331, -2.9760, -3.9997], [-0.6221, -3.6798, -5.1935], [0.5277, -4.1023, -5.8397], [1.7747, -3.8223, -5.2964], [1.8888, -3.1229, -4.1053], [-1.4127, -2.6165, -3.4882], [-1.5953, -3.8874, -5.6173], [0.4584, -4.6486, -6.7705], [2.6739, -4.1520, -5.7986], [2.8557, -2.9047, -3.6801], [-0.8213, -4.3412, -0.2409], [-2.4358, -3.3561, 0.1409], [-3.4815, -3.2043, -1.4670], [-3.4402, -4.4633, 1.3477], [-2.2037, -1.4567, 1.0763], [-0.6606, -4.3680, -1.3158], [-0.9366, -5.3509, 0.1518], [0.0152, -3.8441, 0.2458], [-3.3346, -4.0840, -2.0928], [-3.1648, -2.3063, -1.9922], [-4.5316, -3.1154, -1.1952], [-3.7193, -5.3870, 0.8416], [-4.3277, -3.9225, 1.6675], [-2.8152, -4.6854, 2.2106], [-1.8660, 6.7688, -1.1647], [-1.1310, 5.5210, -0.7534], [-0.2918, 5.5373, 0.3549], [0.3848, 4.3792, 0.7156], [1.2463, 4.3220, 1.9450], [0.2203, 3.2504, -0.0706], [-0.6434, 3.1603, -1.1858], [-1.3181, 4.3584, -1.4925], [-0.8125, 1.8902, -1.7256], [-1.3023, 1.5540, -3.0784], [-2.3983, 0.4900, -2.9047], [-1.9264, 2.6749, -3.9158], [-0.1381, 0.9846, -3.9001], [-1.7253, 7.5689, -0.4395], [-2.9368, 6.5826, -1.2598], [-1.5122, 7.1276, -2.1328], [-0.1671, 6.4463, 0.9307], [1.6807, 5.2942, 2.1758], [2.0637, 3.6069, 1.8314], [0.6571, 4.0133, 2.8139], [0.8307, 2.3983, 0.2508], [-2.0222, 4.4087, -2.3036], [-3.2481, 0.9277, -2.3771], [-2.0461, -0.3694, -2.3231], [-2.7476, 0.0959, -3.8622], [-2.8381, 3.0663, -3.4684], [-2.1965, 2.2596, -4.8893], [-1.2269, 3.4912, -4.0909], [0.4523, 0.2714, -3.3210], [0.5413, 1.7818, -4.2059], [-0.4948, 0.4766, -4.7988]], "energy_ha": -5350.78698, "max_force_ha_per_bohr": 0.017, "total_charge": 1, "multiplicity": 2, "e_lumo_ev": [-2.15, -2.14], "e_homo_ev": [-9.05, -9.05], "mol_weight_g_mol": 883.91}